DFT (ωB97M-V with the def2-TZVPD basis set) results for a 2-piece molecular cluster, CBrN3O overall.

Geometry as XYZ:
```
6
Properties=species:S:1:pos:R:3:forces:R:3
N -2.9189 0.7538 0.7977 -0.826 0.947 1.186
N -2.4021 0.0372 0.1347 0.154 0.196 -0.339
O -1.8475 -0.6700 -0.6032 0.635 -1.176 -0.859
N 1.2075 0.1073 -0.7036 -4.466 0.606 -2.282
C 2.1541 -0.0050 -0.1286 4.289 -0.556 1.961
Br 3.8068 -0.2232 0.5030 0.215 -0.017 0.333
```
Forces are in eV/Å.

Gap between HOMO and LUMO ... 11.783 eV
2S+1 ... 1
Energy above the lowest of the compared OMol25 structures with the same formula, charge and spin ... 7.5 kcal per mole
E_HOMO ... -0.4245 hartree

DFT (ωB97M-V with the def2-TZVPD basis set) results for a 2-piece molecular cluster, CBrN3O overall.

Geometry as XYZ:
```
6
Properties=species:S:1:pos:R:3:forces:R:3
N 0.1053 -2.6437 -0.1887 -0.126 1.131 -0.247
N 0.9371 -1.9470 -0.4898 -2.738 -3.542 1.327
O 1.9190 -1.4403 -0.7697 2.884 2.454 -1.081
N 0.1556 1.3325 0.1959 2.950 -1.759 -0.751
C -0.7498 1.9600 0.4143 -4.160 2.087 1.082
Br -2.3673 2.7385 0.8380 1.190 -0.371 -0.330
```
Forces are in eV/Å.

Gap between HOMO and LUMO ... 11.536 eV
2S+1 ... 1
Energy above the lowest of the compared OMol25 structures with the same formula, charge and spin ... 9.7 kcal per mole
E_HOMO ... -0.4264 hartree

DFT (ωB97M-V with the def2-TZVPD basis set) results for CBrN4 as an isolated structure.

Geometry as XYZ:
```
6
Properties=species:S:1:pos:R:3:forces:R:3
C 0.1092 -0.9738 0.2424 -1.025 -0.348 -2.198
N 0.7018 -0.9819 1.3262 0.141 -2.497 0.165
N -0.3107 0.0503 -0.6013 1.018 -2.363 2.555
N 0.6790 0.3614 1.2033 0.704 3.698 1.840
N 0.1131 0.9882 0.2064 0.337 0.954 -0.245
Br -1.2924 0.5557 -2.3769 -1.175 0.555 -2.116
```
Forces are in eV/Å.

Gap between HOMO and LUMO (alpha / beta) ... 7.636 / 6.964 eV
2S+1 ... 3
Charge ... +1
Expectation value of S² ... 2.03
E_HOMO (alpha / beta) ... -0.5812 / -0.6317 hartree

DFT (ωB97M-V with the def2-TZVPD basis set) results for CCl3F2PS3 as an isolated structure.

Geometry as XYZ:
```
10
Properties=species:S:1:pos:R:3:forces:R:3
C -2.3963 0.3422 -0.1030 -0.812 -1.367 0.352
F 2.2171 -1.5687 -0.7097 -0.462 0.890 -0.002
F 2.3721 -0.9129 1.5179 -0.378 0.996 -1.183
P 2.5115 -0.2190 0.0618 -1.068 -0.764 1.226
S 4.2227 0.4616 -0.2500 0.302 0.474 -0.200
S -0.9642 -0.3792 0.6797 1.098 0.422 0.437
S 0.8101 1.1433 -0.1651 1.779 -1.246 -0.095
Cl -2.9498 1.8923 0.5120 0.213 -0.469 0.083
Cl -2.3430 0.3184 -1.8330 0.475 0.550 -0.817
Cl -3.4803 -1.0779 0.2895 -1.148 0.515 0.200
```
Forces are in eV/Å.

Gap between HOMO and LUMO (alpha / beta) ... 8.063 / 5.782 eV
2S+1 ... 3
Expectation value of S² ... 2.01
E_HOMO (alpha / beta) ... -0.3027 / -0.3622 hartree

DFT (ωB97M-V with the def2-TZVPD basis set) results for an isolated ion of composition CCl3F3P and charge +1.

Geometry as XYZ:
```
8
Properties=species:S:1:pos:R:3:forces:R:3
C -1.0028 0.0152 0.0824 -0.523 1.675 1.210
F 0.9179 -0.3659 -1.5418 0.136 0.332 1.586
F -1.3690 0.9239 -0.8616 0.388 -1.396 0.424
F -1.2914 -1.2333 -0.1767 -0.510 -0.584 -1.026
P 0.8771 -0.0125 0.0042 0.610 -0.020 -3.179
Cl 1.7826 1.7000 0.0862 -0.293 -0.305 0.485
Cl 1.8060 -1.4942 0.8063 -0.215 0.204 0.498
Cl -1.7205 0.4669 1.6011 0.406 0.093 0.003
```
Forces are in eV/Å.

Gap between HOMO and LUMO ... 10.954 eV
2S+1 ... 1
Charge ... +1
Energy above the lowest of the compared OMol25 structures with the same formula, charge and spin ... 0.0 kcal per mole
E_HOMO ... -0.6194 hartree

DFT (ωB97M-V with the def2-TZVPD basis set) results for CCl3OP as an isolated structure.

Geometry as XYZ:
```
6
Properties=species:S:1:pos:R:3:forces:R:3
C -0.7053 -0.1020 0.0006 -0.051 0.680 -0.886
O 2.1299 0.1045 -0.0133 0.016 0.061 -0.431
P 1.0427 0.7589 -0.7424 -1.069 -1.157 0.744
Cl -0.5083 0.9579 1.4003 -0.302 0.764 0.542
Cl -0.9643 -1.7193 0.5801 0.500 -0.343 -0.281
Cl -2.1798 0.3888 -0.9557 0.906 -0.005 0.313
```
Forces are in eV/Å.

Gap between HOMO and LUMO ... 8.706 eV
2S+1 ... 1
Energy above the lowest of the compared OMol25 structures with the same formula, charge and spin ... 43.4 kcal per mole
E_HOMO ... -0.3652 hartree

DFT (ωB97M-V with the def2-TZVPD basis set) results for CCl4 as an isolated structure.

Geometry as XYZ:
```
5
Properties=species:S:1:pos:R:3:forces:R:3
C -0.1159 -0.0893 -0.0048 1.266 2.583 -0.905
Cl 1.5111 0.9308 -0.5412 -1.970 -0.236 -0.639
Cl -1.6288 1.0149 0.1603 1.834 -1.397 -0.639
Cl -0.2486 -1.3958 -1.1435 -0.479 0.382 0.444
Cl 0.4821 -0.4607 1.5291 -0.650 -1.332 1.740
```
Forces are in eV/Å.

Gap between HOMO and LUMO ... 10.224 eV
2S+1 ... 1
Energy above the lowest of the compared OMol25 structures with the same formula, charge and spin ... 20.2 kcal per mole
E_HOMO ... -0.3979 hartree

DFT (ωB97M-V with the def2-TZVPD basis set) results for a 2-piece molecular cluster, CCl4S2 overall.

Geometry as XYZ:
```
7
Properties=species:S:1:pos:R:3:forces:R:3
C 0.9341 0.1083 0.0230 0.168 -0.405 -0.059
S -3.0474 1.1654 -0.1892 0.025 0.021 0.458
S -1.5644 0.0496 -0.5519 0.425 0.133 -1.050
Cl 1.3588 -1.1536 -1.1412 -0.098 0.966 0.537
Cl 1.5406 1.7008 -0.2831 -0.201 -0.552 -0.081
Cl 1.0309 -0.4071 1.6626 0.272 0.256 -0.145
Cl -1.5788 -1.7079 0.4667 -0.591 -0.420 0.339
```
Forces are in eV/Å.

Gap between HOMO and LUMO (alpha / beta) ... 6.850 / 7.502 eV
2S+1 ... 1
Energy above the lowest of the compared OMol25 structures with the same formula, charge and spin ... 33.1 kcal per mole
E_HOMO (alpha / beta) ... -0.3210 / -0.3249 hartree

DFT (ωB97M-V with the def2-TZVPD basis set) results for an isolated ion of composition CCl6P and charge +1.

Geometry as XYZ:
```
8
Properties=species:S:1:pos:R:3:forces:R:3
C -0.7439 0.0522 0.1131 -0.491 0.442 0.247
P 1.0900 -0.2294 -0.2758 0.538 3.305 2.817
Cl -1.0231 1.7736 -0.1131 0.070 -0.061 -0.323
Cl -1.1354 -0.3330 1.7882 0.457 -0.360 -0.455
Cl -1.6775 -0.9475 -1.0426 0.623 0.426 0.499
Cl 1.4157 -2.0532 0.0202 0.699 -1.621 0.119
Cl 1.3951 0.4166 -2.0585 0.376 -0.018 -0.284
Cl 2.4052 1.0228 1.2449 -2.273 -2.113 -2.619
```
Forces are in eV/Å.

Gap between HOMO and LUMO ... 8.856 eV
2S+1 ... 1
Charge ... +1
Energy above the lowest of the compared OMol25 structures with the same formula, charge and spin ... 30.8 kcal per mole
E_HOMO ... -0.5736 hartree

DFT (ωB97M-V with the def2-TZVPD basis set) results for a 2-piece molecular cluster, CClFN2O4 overall.

Geometry as XYZ:
```
9
Properties=species:S:1:pos:R:3:forces:R:3
C -0.3629 -0.3520 -0.1191 3.172 -1.436 -1.046
N -0.8712 1.0074 -0.4006 -1.491 -0.532 0.556
N 0.6615 -0.4731 0.9542 2.156 2.606 0.363
O -0.9419 1.7565 0.5462 0.453 -0.243 -0.408
O 1.4395 0.4843 0.9932 -1.618 -1.671 0.248
O -1.3724 1.0936 -1.4812 0.173 0.562 -0.697
O 0.6640 -1.4539 1.6427 -0.371 -0.323 -0.113
F 1.7868 -0.2963 -1.4874 -2.319 -0.159 1.054
Cl -1.0034 -1.7665 -0.6481 -0.154 1.196 0.041
```
Forces are in eV/Å.

Gap between HOMO and LUMO (alpha / beta) ... 6.586 / 6.534 eV
2S+1 ... 1
Energy above the lowest of the compared OMol25 structures with the same formula, charge and spin ... 110.8 kcal per mole
E_HOMO (alpha / beta) ... -0.4158 / -0.4139 hartree

DFT (ωB97M-V with the def2-TZVPD basis set) results for one molecule with the formula CClFO.

Geometry as XYZ:
```
4
Properties=species:S:1:pos:R:3:forces:R:3
O 0.0200 -1.1019 -0.4252 0.279 0.825 0.076
C 0.0445 0.0209 -0.0820 -0.696 0.371 0.696
F -0.1253 0.4390 1.1913 0.214 -0.802 -0.261
Cl 0.1443 1.4930 -0.9877 0.204 -0.395 -0.511
```
Forces are in eV/Å.

Gap between HOMO and LUMO ... 12.809 eV
2S+1 ... 1
Energy above the lowest of the compared OMol25 structures with the same formula, charge and spin ... 0.0 kcal per mole
E_HOMO ... -0.4501 hartree

DFT (ωB97M-V with the def2-TZVPD basis set) results for one molecule with the formula CClN3S.

Geometry as XYZ:
```
6
Properties=species:S:1:pos:R:3:forces:R:3
C -0.9795 0.3966 0.3019 0.219 0.696 -0.286
N 0.5815 -1.9839 -0.1594 -0.004 -1.165 -0.394
N 1.1007 -1.0032 -0.2735 -1.569 -1.799 0.784
N 1.4864 0.1206 -0.2413 2.695 2.858 -0.507
S 0.3281 1.3553 -0.0704 -1.648 -0.805 0.335
Cl -2.5173 1.1146 0.4427 0.308 0.216 0.069
```
Forces are in eV/Å.

Gap between HOMO and LUMO ... 8.598 eV
2S+1 ... 1
Energy above the lowest of the compared OMol25 structures with the same formula, charge and spin ... 81.8 kcal per mole
E_HOMO ... -0.3414 hartree

DFT (ωB97M-V with the def2-TZVPD basis set) results for CClNO2S2 as an isolated structure.

Geometry as XYZ:
```
7
Properties=species:S:1:pos:R:3:forces:R:3
C -1.8141 -1.2476 0.2873 -1.309 0.059 -1.275
N -2.5963 -1.4211 -0.5606 -0.073 -0.397 0.284
O 1.7905 -0.7331 -1.2531 -1.545 -0.551 0.163
O 0.4566 1.1930 -1.4628 -1.082 0.273 0.102
S -0.6138 -0.7816 1.2691 1.175 0.256 0.970
S 0.4009 -0.2359 -1.2472 2.816 0.294 -0.315
Cl 1.6610 7.3004 8.0494 0.018 0.066 0.071
```
Forces are in eV/Å.

Gap between HOMO and LUMO ... 6.819 eV
2S+1 ... 1
Charge ... -2
Energy above the lowest of the compared OMol25 structures with the same formula, charge and spin ... 13.4 kcal per mole
E_HOMO ... -0.0778 hartree

DFT (ωB97M-V with the def2-TZVPD basis set) results for one molecule with the formula CClNO2S2.

Geometry as XYZ:
```
7
Properties=species:S:1:pos:R:3:forces:R:3
C -1.5871 0.2754 -0.0298 0.032 -0.829 0.186
N 0.8975 -0.1851 0.1304 2.911 -0.138 -0.411
O -1.2991 1.4045 -0.0181 0.181 1.027 -0.047
O 3.2669 0.5182 -0.0317 0.605 0.435 0.131
S -0.4326 -1.0958 -0.0193 -0.968 -0.421 0.073
S 2.3968 -0.6171 -0.0246 -2.623 0.187 0.154
Cl -3.2424 -0.2999 -0.0069 -0.139 -0.262 -0.086
```
Forces are in eV/Å.

Gap between HOMO and LUMO (alpha / beta) ... 8.330 / 8.329 eV
2S+1 ... 1
Energy above the lowest of the compared OMol25 structures with the same formula, charge and spin ... 0.0 kcal per mole
E_HOMO (alpha / beta) ... -0.3569 / -0.3569 hartree

DFT (ωB97M-V with the def2-TZVPD basis set) results for one molecule with the formula CClNS2.

Geometry as XYZ:
```
5
Properties=species:S:1:pos:R:3:forces:R:3
N 2.4900 0.1801 -0.4474 0.623 0.445 -0.501
C 1.4377 -0.0771 -0.0730 -0.310 -0.477 0.743
S 0.1061 -0.7375 0.7308 -0.863 0.297 -1.094
S -1.4022 -0.1472 -0.6998 1.603 -1.173 0.009
Cl -2.6315 0.7817 0.4894 -1.053 0.907 0.842
```
Forces are in eV/Å.

Gap between HOMO and LUMO ... 8.747 eV
2S+1 ... 1
Energy above the lowest of the compared OMol25 structures with the same formula, charge and spin ... 3.5 kcal per mole
E_HOMO ... -0.3581 hartree

DFT (ωB97M-V with the def2-TZVPD basis set) results for CCuN5O18 as an isolated structure.

Geometry as XYZ:
```
25
Properties=species:S:1:pos:R:3:forces:R:3
Cu -0.1111 -0.2434 -0.1315 -0.315 0.241 0.433
C 0.4468 -0.1003 3.0809 0.168 -2.870 -0.291
O 1.2016 -0.4580 4.0828 0.870 -0.011 0.824
O 0.4440 -0.8648 2.0761 -0.419 1.787 0.476
O -0.2495 0.8584 3.4806 -0.548 0.964 -0.561
N -1.8359 2.2679 -0.3412 -0.421 -2.121 -2.004
O -2.3868 3.3983 -0.4028 -0.220 0.606 0.981
O -1.3247 1.8154 -1.4038 0.404 0.610 0.387
O -1.9203 1.4824 0.6135 -0.062 1.442 0.503
N 1.8047 2.5294 1.1587 1.412 2.167 -0.618
O 1.6928 3.8372 1.2019 -0.198 -1.143 0.226
O 2.8901 2.0548 1.5814 -0.430 -0.258 0.250
O 0.9555 1.8666 0.6067 -0.210 -0.033 0.294
N -2.6089 -1.9316 1.3164 1.601 0.265 0.420
O -2.1239 -1.3994 0.3050 -0.726 -0.500 -0.031
O -3.0060 -1.2304 2.2708 -0.689 -0.419 -0.190
O -2.5708 -3.1976 1.4334 -0.704 -0.046 -0.048
N 2.6507 -1.3346 -1.5513 -1.339 -0.313 -1.340
O 1.8289 -0.9190 -0.7090 1.457 -0.854 -0.191
O 3.1584 -0.5534 -2.3790 0.630 0.714 0.226
O 2.8937 -2.5686 -1.7222 0.102 0.105 1.142
N -0.4586 -1.3434 -3.6224 0.453 0.778 0.275
O -1.4374 -1.0710 -4.3738 -0.421 -0.282 -0.467
O -0.4232 -0.8607 -2.4841 0.012 -0.759 -0.853
O 0.4898 -2.0341 -4.0870 -0.408 -0.067 0.159
```
Forces are in eV/Å.

Gap between HOMO and LUMO (alpha / beta) ... 4.883 / 4.834 eV
2S+1 ... 2
Charge ... -5
Expectation value of S² ... 0.76
Energy above the lowest of the compared OMol25 structures with the same formula, charge and spin ... 0.0 kcal per mole
E_HOMO (alpha / beta) ... 0.2629 / 0.2649 hartree

DFT (ωB97M-V with the def2-TZVPD basis set) results for one molecule with the formula CF2O3S.

Geometry as XYZ:
```
7
Properties=species:S:1:pos:R:3:forces:R:3
O 1.8809 -0.6885 0.7476 -0.956 0.070 -0.288
C 1.0847 -0.0773 0.1511 -0.539 0.746 -0.567
F 1.3246 0.9821 -0.6261 0.024 -0.624 0.445
S -0.8784 -0.2331 0.1444 -1.457 1.535 -1.484
O -1.3816 0.4253 1.2955 0.859 0.441 -0.213
O -1.4357 -1.4689 -0.2247 0.827 -1.107 -0.212
F -1.2634 0.7067 -1.2098 1.241 -1.063 2.319
```
Forces are in eV/Å.

Gap between HOMO and LUMO ... 12.235 eV
2S+1 ... 1
Energy above the lowest of the compared OMol25 structures with the same formula, charge and spin ... 44.9 kcal per mole
E_HOMO ... -0.4690 hartree

DFT (ωB97M-V with the def2-TZVPD basis set) results for CF2Tl as an isolated structure.

Geometry as XYZ:
```
4
Properties=species:S:1:pos:R:3:forces:R:3
C -0.2118 0.1239 -0.2057 -3.840 0.311 1.101
F -1.0540 1.2925 -0.0388 0.733 -1.089 -0.411
Tl 1.7757 -0.1494 0.2015 2.304 -0.317 0.245
F -1.0519 -0.9428 0.4890 0.804 1.094 -0.935
```
Forces are in eV/Å.

Gap between HOMO and LUMO (alpha / beta) ... 4.946 / 4.951 eV
2S+1 ... 1
Charge ... -1
E_HOMO (alpha / beta) ... -0.0527 / -0.0529 hartree

DFT (ωB97M-V with the def2-TZVPD basis set) results for one molecule with the formula CF3I2P.

Geometry as XYZ:
```
7
Properties=species:S:1:pos:R:3:forces:R:3
F -1.4573 -1.0200 -0.3911 -0.194 -0.344 -0.301
C -0.7600 0.0575 0.0277 -1.970 -0.532 1.231
F -0.7220 -0.0806 1.3852 0.654 0.452 -0.978
F -1.5787 1.1219 -0.2104 1.238 -0.364 -0.134
P 0.8141 -0.0512 -1.0047 0.084 1.049 0.154
I 1.8494 1.8679 0.0871 0.123 0.039 -0.134
I 1.8545 -1.8956 0.1061 0.065 -0.299 0.163
```
Forces are in eV/Å.

Gap between HOMO and LUMO ... 8.963 eV
2S+1 ... 1
Energy above the lowest of the compared OMol25 structures with the same formula, charge and spin ... 4.1 kcal per mole
E_HOMO ... -0.3605 hartree

DFT (ωB97M-V with the def2-TZVPD basis set) results for a 2-piece molecular cluster, CF3IOS overall.

Geometry as XYZ:
```
7
Properties=species:S:1:pos:R:3:forces:R:3
C 0.3230 -0.6420 0.5083 1.187 0.837 -1.831
O 0.0132 1.9857 0.4567 -0.514 -0.334 -0.030
F 1.2017 -0.0968 1.3204 0.528 -0.206 0.732
F 0.9756 -0.9782 -0.6282 -0.633 0.509 0.432
F -0.1600 -1.7378 1.0027 -1.016 -0.509 0.659
S -0.9038 0.8628 0.3022 0.128 -0.316 -1.858
I -1.4496 0.6063 -2.9621 0.321 0.019 1.896
```
Forces are in eV/Å.

Gap between HOMO and LUMO (alpha / beta) ... 5.971 / 5.974 eV
2S+1 ... 1
Energy above the lowest of the compared OMol25 structures with the same formula, charge and spin ... 38.7 kcal per mole
E_HOMO (alpha / beta) ... -0.3556 / -0.3557 hartree